{
  "formula": "C4H6N2",
  "method": "ωB97M-V/def2-TZVPD",
  "lumo_ev": 1.003,
  "e_homo_ev": -8.449,
  "charge": 0,
  "smiles": "NC1=CCN=C1",
  "de_lowest_kj_mol": 95.12,
  "symbols": ["N", "N", "C", "C", "C", "C", "H", "H", "H", "H", "H", "H"],
  "xyz": [[1.54644, 0.87338, -0.18443], [-2.01122, 0.21847, -0.26564], [0.31317, 1.20583, -0.29183], [0.13022, -1.01618, 0.02871], [-0.62878, 0.08032, -0.16583], [1.54530, -0.54625, 0.13924], [-0.20526, -2.04223, 0.12242], [0.02246, 2.24578, -0.43921], [2.32134, -1.12054, -0.37773], [-2.35313, 1.12206, 0.03412], [-2.52008, -0.51955, 0.20375], [1.83953, -0.50111, 1.19642]],
  "forces_ev_per_a": [[-0.4, 0.1, -0.1], [-0.1, 0.0, 0.1], [0.2, 0.1, 0.0], [-0.1, 0.1, 0.0], [0.3, -0.2, 0.1], [0.1, 0.0, 0.2], [0.0, 0.2, 0.1], [0.0, -0.1, -0.1], [-0.2, 0.2, -0.1], [0.1, -0.1, -0.1], [0.0, 0.1, -0.1], [0.1, -0.4, 0.1]]
}